(1)
C21H28N4O4S | wB97M-V/def2-TZVPD

## Properties
HOMO-LUMO gap: 7.679 eV
Energy above the lowest of the compared OMol25 structures with the same formula, charge and spin: 69.59 kcal/mol
F_max: 0.72 eV/Å
E_tot: -47216.8475 eV
SMILES string: CCOc1cc(N2CCOCC2)c(OCC)cc1NC(=O)CSc1nccc(C)n1

The geometry in ORCA input format:
```
! wB97M-V def2-TZVPD RIJCOSX def2/J DEFGRID3
* xyz 0 1
C 1.93 -4.03 1.84
C 1.19 -3.84 0.52
O 0.32 -2.73 0.53
C 0.84 -1.46 0.60
C 2.15 -1.12 0.27
C 2.61 0.20 0.33
C 1.70 1.20 0.74
C 0.39 0.86 1.03
C -0.05 -0.45 0.97
N -1.37 -0.83 1.26
C -2.45 -0.04 1.46
O -2.43 1.17 1.53
C -3.73 -0.84 1.68
H -4.00 -0.83 2.73
H -3.64 -1.87 1.32
S -5.13 -0.06 0.82
C -4.41 0.16 -0.75
N -3.21 -0.35 -0.93
C -2.62 -0.15 -2.11
C -3.29 0.56 -3.11
C -4.56 1.01 -2.82
N -5.13 0.82 -1.64
H -5.16 1.55 -3.54
H -2.83 0.74 -4.07
C -1.24 -0.69 -2.29
H -1.13 -1.61 -1.73
H -0.53 0.03 -1.89
H -1.03 -0.85 -3.34
H -1.51 -1.83 1.16
H -0.32 1.61 1.32
O 2.19 2.48 0.82
C 1.42 3.48 1.47
C 1.37 3.29 2.99
H 0.85 4.13 3.44
H 2.38 3.23 3.39
H 0.84 2.37 3.24
H 1.95 4.41 1.24
H 0.41 3.54 1.05
N 3.94 0.52 0.08
C 4.95 -0.51 0.01
C 5.15 -1.03 -1.42
H 5.99 -1.72 -1.47
O 5.45 0.03 -2.30
C 4.44 1.02 -2.26
C 4.27 1.59 -0.85
H 3.49 2.34 -0.84
H 5.21 2.04 -0.53
H 4.76 1.80 -2.96
H 3.49 0.59 -2.61
H 4.23 -1.54 -1.76
H 4.72 -1.32 0.70
H 5.90 -0.05 0.34
H 2.82 -1.89 -0.04
H 0.54 -4.70 0.34
H 1.90 -3.77 -0.31
H 2.55 -3.16 2.06
H 1.22 -4.15 2.66
H 2.56 -4.91 1.79
*
```

---

(2)
C21H28N4O5S2 | wB97M-V/def2-TZVPD

## Properties
HOMO-LUMO gap: 8.927 eV
Energy above the lowest of the compared OMol25 structures with the same formula, charge and spin: 3.99 kcal/mol
F_max: 1.17 eV/Å
E_tot: -60097.8201 eV

The geometry in ORCA input format:
```
! wB97M-V def2-TZVPD RIJCOSX def2/J DEFGRID3
* xyz 0 1
C 0.14 3.85 1.68
H -0.75 3.36 2.05
H -0.16 4.71 1.09
H 0.73 4.20 2.52
C 0.96 2.89 0.81
N 1.31 1.62 1.41
C 0.28 0.65 1.40
C -0.65 0.46 2.41
C -1.65 -0.49 2.27
C -1.73 -1.24 1.11
C -0.82 -1.07 0.08
C 0.20 -0.15 0.23
N 1.20 0.06 -0.71
C 1.34 -0.46 -1.95
O 0.60 -1.26 -2.47
C 2.58 0.07 -2.67
H 3.45 -0.51 -2.36
H 2.46 -0.04 -3.75
S 3.00 1.80 -2.25
C 1.56 2.62 -2.77
C 0.43 2.17 -3.42
C -0.58 3.08 -3.71
C -0.42 4.40 -3.34
C 0.73 4.81 -2.69
N 1.70 3.92 -2.42
O 2.77 4.22 -1.81
H 0.91 5.82 -2.38
H -1.19 5.13 -3.55
H -1.48 2.75 -4.21
H 0.32 1.13 -3.70
H 1.89 0.74 -0.38
H -0.92 -1.64 -0.82
S -3.03 -2.47 0.94
O -4.03 -2.18 1.92
O -3.40 -2.55 -0.44
N -2.38 -3.93 1.36
C -1.49 -4.60 0.44
H -1.70 -4.21 -0.56
C -0.02 -4.37 0.81
H 0.64 -5.01 0.23
O 0.22 -4.70 2.17
C -0.59 -3.94 3.04
H -0.33 -4.27 4.05
C -2.07 -4.18 2.75
H -2.71 -3.52 3.34
H -2.32 -5.22 2.97
H -0.35 -2.87 2.93
H 0.26 -3.32 0.64
H -1.70 -5.67 0.47
H -2.39 -0.65 3.04
H -0.62 1.07 3.29
C 2.32 1.60 2.45
H 3.04 2.38 2.19
C 1.89 1.79 3.91
H 2.78 1.92 4.52
H 1.36 0.92 4.28
H 1.27 2.67 4.03
H 2.84 0.63 2.38
H 0.37 2.67 -0.09
H 1.89 3.39 0.50
*
```